# 1
DFT (wB97M-V/def2-TZVPD) results for a gas-phase ion, C9H16N (charge +1).

E_tot: -11070.893 eV
Net charge: +1
E_LUMO: -0.2098 Eh
ΔE to the lowest compared entry with this formula, charge and spin: 5.489 eV

Element x y z (Å)
C 0.2016 -1.3670 -0.8203
C -0.2184 -2.4145 -1.4269
C 0.7955 1.1462 -0.6201
C 0.5389 -0.3001 -0.0709
C -1.3929 -3.2554 -1.0422
C 0.5940 1.2886 -2.1641
C 1.3136 -0.7623 1.1320
C -1.0557 1.2561 2.4074
C -0.2576 1.8537 1.3019
N -0.3499 1.2421 0.0815
H 0.4284 -3.0609 -2.0228
H 1.7300 1.6023 -0.1458
H -1.6588 -2.9400 0.0487
H -1.1140 -4.2540 -0.9284
H -2.1217 -2.9904 -1.7342
H 0.9899 2.2345 -2.4928
H -0.4645 1.3057 -2.3505
H 1.1161 0.4900 -2.7597
H 1.1977 -0.1941 1.9772
H 2.3947 -0.8737 1.0299
H 0.9765 -1.7442 1.4082
H -1.1940 2.0030 3.1931
H -2.0609 1.0190 1.9293
H -0.6293 0.2823 2.7236
H 0.7889 1.9453 1.5867
H -0.6114 2.8739 1.0986

These are the Mulliken partial charges, in e, on atoms 1 to 5: atom 1 (C): -0.1217, atom 2 (C): -0.2961, atom 3 (C): 0.4041, atom 4 (C): 0.8656, atom 5 (C): -1.0548

# 2
DFT (wB97M-V/def2-TZVPD) results for a molecular structure, C3H11N4S.

E_tot: -20073.334 eV
Net charge: +1
E_LUMO: -0.1795 Eh
ΔE to the lowest compared entry with this formula, charge and spin: 1.737 eV

Element x y z (Å)
C -2.4655 -0.9504 -0.0509
C 1.5816 -0.2752 -1.4270
C 1.7841 -0.6723 1.3048
N -1.0430 0.8340 -0.0297
N 0.6449 1.5935 0.1672
N -1.8157 1.7461 -0.1886
N -1.1353 -0.3945 -0.0460
S 1.9797 0.6644 0.0653
H -2.3834 -1.9999 -0.3168
H -3.1035 -0.4119 -0.7586
H -2.9068 -0.8554 0.9440
H 2.4203 -0.9280 -1.6446
H 1.4481 0.4241 -2.2466
H 0.6782 -0.8570 -1.2724
H 2.0573 -0.2716 2.2769
H 2.4680 -1.4719 1.0433
H 0.7602 -1.0339 1.3096
H 0.5801 2.1433 1.0140
H -1.5494 2.7168 -0.1437

These are the Mulliken partial charges, in e, on atoms 1 to 5: atom 1 (C): -0.7678, atom 2 (C): -0.8406, atom 3 (C): -0.8043, atom 4 (N): 1.2335, atom 5 (N): -0.4903

# 3
DFT (wB97M-V/def2-TZVPD) results for a single C5H14OP4 molecule.

E_tot: -44607.686 eV
⟨S²⟩: 2.01
Spin multiplicity: 3
E_LUMO (alpha / beta): 0.0312 / -0.0959 Eh

Element x y z (Å)
C 0.1899 2.4815 0.9635
C -0.4315 0.6141 2.0682
C 0.6052 1.3657 0.0327
C 0.0870 0.1009 0.7691
C 2.0985 1.3678 -0.1729
O -0.8568 1.9714 1.8193
P -0.7782 -2.6584 -3.2164
P -2.0572 -2.4478 0.9505
P 0.2058 -1.4423 -1.6454
P -1.4174 -0.7489 -0.3359
H 1.0957 2.6513 1.6417
H -0.3833 3.2672 0.4013
H -1.3179 0.0328 2.3768
H 0.3273 0.4753 2.9102
H 0.1474 1.2765 -0.8642
H 0.8796 -0.6887 0.8622
H 2.6199 1.4334 0.7199
H 2.2441 2.2198 -0.8616
H 2.4730 0.5274 -0.5938
H -0.2471 -3.6308 -2.5262
H 0.1136 -2.6949 -4.2582
H -2.6488 -3.2573 -0.1082
H -3.2724 -1.9232 1.2784
H 0.3238 -0.2929 -2.2111

These are the Mulliken partial charges, in e, on atoms 1 to 5: atom 1 (C): -0.6423, atom 2 (C): -0.6369, atom 3 (C): -0.1158, atom 4 (C): -0.2007, atom 5 (C): -1.8050

# 4
DFT (wB97M-V/def2-TZVPD) results for a molecular structure, C39H41BF2HfN3OPS3Si2.

E_tot: -112596.635 eV
E_LUMO: -0.0173 Eh
ΔE to the lowest compared entry with this formula, charge and spin: 0.697 eV

Element x y z (Å)
Hf 1.3477 0.8970 -0.1845
O 1.0765 2.4611 -1.7380
C 0.2755 1.5482 -2.0208
C -0.7045 1.7397 -3.0872
C -1.2657 2.9849 -3.0867
C -2.3954 3.2412 -3.8783
C -2.9832 2.1894 -4.5857
C -2.3716 0.8855 -4.5378
C -1.2357 0.6102 -3.7663
P -0.2357 -0.8730 -3.7538
C 0.0918 -0.9361 -5.5746
C -0.7831 -1.2843 -6.6048
C -0.4403 -1.1671 -7.9682
C 0.8083 -0.6295 -8.2606
C 1.6994 -0.2903 -7.2730
C 1.3106 -0.3844 -5.8906
C -1.4792 -2.0697 -3.3158
C -2.3849 -1.7902 -2.2723
C -3.3023 -2.7392 -1.8076
C -3.2819 -4.0349 -2.3159
C -2.4251 -4.3203 -3.3959
C -1.5143 -3.3455 -3.8642
H -0.8209 3.7616 -2.4779
H -2.9865 4.1774 -3.7937
H -3.9439 2.2703 -5.0620
H -2.8218 0.0289 -4.9474
H -1.7988 -1.7373 -6.4212
H -1.0165 -1.2709 -8.8535
H 1.1284 -0.5179 -9.2334
H 2.7195 -0.0198 -7.4428
H 1.9320 -0.1049 -5.0826
H -2.5260 -0.8350 -1.8359
H -4.0115 -2.2996 -1.1323
H -3.9581 -4.7587 -1.9911
H -2.3336 -5.3308 -3.7943
H -0.8466 -3.5657 -4.6265
C 1.9841 1.7918 4.7384
Si 1.0244 0.9854 3.2187
C 2.0586 -0.5984 2.7280
C -0.6411 0.5479 3.8137
C 1.0713 2.1376 1.7406
C 2.5358 2.6134 1.6227
C 3.2421 3.4284 2.5131
C 4.5836 3.6613 2.2692
C 5.2628 2.9333 1.3207
C 4.5299 2.1325 0.4514
N 3.1845 1.9441 0.6358
Si -0.1761 3.5401 1.8877
C -0.2842 4.0686 3.6918
C -1.8758 2.9389 1.2644
C 0.3742 4.9137 0.7285
H 1.7770 0.9487 5.4165
H 1.7160 2.8274 5.1303
H 3.0211 1.8767 4.4821
H 3.0937 -0.1933 2.7696
H 1.8153 -1.0031 1.7441
H 1.8568 -1.4879 3.4220
H -0.9321 -0.4594 3.4239
H -1.5134 1.1792 3.5986
H -0.5108 0.3291 4.8843
H 2.6390 3.8897 3.2580
H 5.1765 4.3032 2.9797
H 6.3387 2.9625 1.1274
H 5.0193 1.5703 -0.3603
H -0.8821 3.3816 4.3859
H -0.7331 5.0399 3.6683
H 0.6578 4.3659 4.2086
H -2.7034 3.5164 1.6118
H -2.0597 1.9976 1.7537
H -1.8658 2.7695 0.1886
H 1.2555 5.4123 1.1801
H -0.4624 5.5360 0.3507
H 0.7416 4.3803 -0.1742
S 1.5644 -5.5584 2.7067
C 0.7558 -4.2276 2.1629
S 1.0905 -3.4025 0.6248
C -0.0491 -2.1557 1.0193
N -0.5854 -2.3509 2.1900
N -0.0808 -3.3918 2.8791
C -0.9364 -3.8781 3.9547
C -2.2096 -4.4234 3.6601
C -3.0660 -4.8104 4.6963
C -2.6503 -4.5732 6.0235
C -1.3833 -4.1020 6.2804
C -0.5352 -3.6857 5.2640
S -0.4796 -0.8552 0.0014
H -2.4846 -4.5744 2.6942
H -4.0448 -5.2890 4.4807
H -3.3122 -4.8391 6.8313
H -0.9214 -4.1914 7.3028
H 0.4522 -3.4130 5.4346
F 3.0950 -2.0565 -1.1030
B 2.9827 -0.7470 -1.1149
F 3.9559 -0.1463 -1.7864

These are the Mulliken partial charges, in e, on atoms 1 to 5: atom 1 (Hf): -0.4287, atom 2 (O): -0.6997, atom 3 (C): 0.7586, atom 4 (C): 0.1640, atom 5 (C): -0.8485

# 5
DFT (wB97M-V/def2-TZVPD) results for a single C4H8N2O2 molecule.

E_tot: -11350.029 eV
E_LUMO: 0.0250 Eh
SMILES string: N[C@H](C(=O)O)[C@H]1CN1
ΔE to the lowest compared entry with this formula, charge and spin: 4.084 eV

Element x y z (Å)
N -1.0116 1.7198 -0.0955
C -0.4935 0.4982 -0.6415
C -1.4504 -0.5480 0.1063
O -1.9410 -0.3287 1.1459
O -1.4811 -1.8961 -0.4384
C 0.9658 0.2368 -0.2968
C 1.4463 -0.3407 1.0310
N 1.6119 -1.0776 -0.3450
H -0.5416 1.8178 0.9666
H -0.7105 2.6098 -0.8095
H -0.6647 0.5608 -1.6983
H -1.3236 -1.7131 -1.3329
H 1.6355 1.1630 -0.6682
H 0.7918 -0.8811 1.8410
H 2.3388 -0.0451 1.5366
H 0.8280 -1.7759 -0.3013

These are the Mulliken partial charges, in e, on atoms 1 to 5: atom 1 (N): -0.5881, atom 2 (C): -0.1548, atom 3 (C): 0.1800, atom 4 (O): -0.4162, atom 5 (O): -0.5097

# 6
DFT (wB97M-V/def2-TZVPD) results for a molecular structure, C24H24BrCsN6O6.

E_tot: -117095.564 eV
Net charge: -2
E_LUMO: 0.1264 Eh
ΔE to the lowest compared entry with this formula, charge and spin: 0.463 eV

Element x y z (Å)
Cs -0.1723 2.1219 1.3599
N -2.0410 4.0912 -0.8851
C -3.1737 3.9152 0.0370
C -2.6530 4.2326 1.4611
O -2.0699 5.3583 1.5072
N -2.7184 3.3947 2.4645
C -3.3792 2.1110 2.2901
C -2.9611 1.1024 3.3880
O -3.8551 0.5743 4.0755
O -1.7181 0.8573 3.4493
H -1.6317 4.9944 -0.6653
H -2.3417 4.1014 -1.8518
H -3.5648 2.9042 -0.0761
H -3.9959 4.6183 -0.1617
H -3.0755 1.6242 1.3426
H -4.4751 2.1571 2.2802
Br 5.6009 -4.6934 -6.5519
C 3.7871 -4.1608 -6.3073
C 3.0536 -3.7131 -7.3930
C 1.7360 -3.3332 -7.2072
C 1.1315 -3.3755 -5.9440
C 1.9003 -3.8403 -4.8664
C 3.2140 -4.2309 -5.0469
N -0.2514 -3.1612 -5.8486
N -0.7995 -2.5332 -4.8778
C -0.1875 -1.6774 -4.0294
C 1.0397 -0.9950 -4.2433
C 1.5555 -0.1090 -3.3530
C 0.9125 0.2011 -2.0916
O 1.4174 0.9640 -1.2675
C -0.4136 -0.4385 -1.8793
N -1.0585 -0.1185 -0.7401
C -2.2396 -0.6473 -0.5127
C -2.8621 -1.5249 -1.4123
C -2.2098 -1.8681 -2.5665
C -0.9390 -1.3230 -2.8373
H 3.5065 -3.6644 -8.3747
H 1.1332 -2.9939 -8.0405
H 1.4656 -3.8850 -3.8763
H 3.7939 -4.5873 -4.2056
H 1.5702 -1.1419 -5.1739
H 2.4748 0.4280 -3.5517
H -2.7236 -0.3781 0.4213
H -3.8416 -1.9240 -1.1807
H -2.6402 -2.5508 -3.2861
O 2.8188 2.9051 5.2894
C 2.4619 1.9505 4.4276
O 2.3306 2.1435 3.2496
C 2.2339 0.5768 5.0766
N 2.3287 0.6901 6.5531
C 0.9986 0.3663 7.1337
C 0.0249 0.5506 5.9769
C 0.8269 0.0577 4.7772
H 3.0117 -0.0796 4.6807
H 2.7748 2.4488 6.1648
H 3.0434 0.0792 6.9196
H 0.7944 1.0208 7.9826
H 0.9783 -0.6711 7.4878
H -0.2249 1.6041 5.8352
H -0.9199 0.0255 6.0888
H 0.4073 0.4796 3.8747
H 0.8108 -1.0308 4.7107

These are the Mulliken partial charges, in e, on atoms 1 to 5: atom 1 (Cs): 1.2644, atom 2 (N): -0.4742, atom 3 (C): -0.3626, atom 4 (C): 0.3523, atom 5 (O): -0.8421